No. 1
# C30H80O10

10 unconnected molecules or ions with the total composition C30H80O10 (ωB97M-V/def2-TZVPD, OMol25).

charge: 0
highest occupied orbital energy: -9.462 eV
calculated total energy: -52880.480 eV
energy above the lowest of the compared OMol25 structures with the same formula, charge and spin: 63.2 kcal per mole
LUMO: 0.0195 Eh
2S+1: 1
orbital gap: 9.99 eV

Element x y z (Å)
C (5.66, 4.19, -2.36)
C (4.36, 4.31, -3.18)
C (3.38, 3.20, -2.84)
O (3.66, 5.47, -2.86)
H (6.29, 5.07, -2.51)
H (6.15, 3.25, -2.62)
H (5.58, 4.17, -1.27)
H (4.60, 4.35, -4.25)
H (3.86, 2.28, -3.19)
H (2.41, 3.36, -3.31)
H (3.09, 3.00, -1.81)
H (4.21, 6.18, -3.19)
C (-3.58, 0.93, -0.36)
C (-4.52, 0.29, 0.73)
C (-5.37, 1.35, 1.42)
O (-5.37, -0.62, 0.05)
H (-4.10, 1.57, -1.07)
H (-2.95, 0.19, -0.85)
H (-2.85, 1.59, 0.11)
H (-3.92, -0.24, 1.47)
H (-6.10, 0.81, 2.02)
H (-5.99, 1.97, 0.76)
H (-4.86, 2.13, 1.99)
H (-5.48, -0.35, -0.87)
C (-1.87, 3.73, 2.33)
C (-1.26, 4.06, 3.69)
C (-0.17, 5.21, 3.56)
O (-2.24, 4.44, 4.62)
H (-2.55, 4.53, 2.06)
H (-2.40, 2.79, 2.49)
H (-1.11, 3.61, 1.56)
H (-0.76, 3.15, 4.02)
H (-0.61, 6.04, 3.01)
H (0.66, 4.81, 2.99)
H (0.14, 5.49, 4.57)
H (-2.66, 3.66, 4.99)
C (2.41, -3.16, -4.79)
C (2.26, -1.88, -5.55)
C (3.00, -0.76, -4.78)
O (2.86, -2.03, -6.82)
H (3.40, -3.61, -4.84)
H (1.74, -3.91, -5.22)
H (2.05, -3.07, -3.77)
H (1.23, -1.55, -5.69)
H (2.88, 0.23, -5.23)
H (4.07, -0.90, -4.68)
H (2.56, -0.68, -3.79)
H (2.37, -2.65, -7.37)
C (0.78, 5.81, -0.69)
C (0.35, 6.17, -2.12)
C (0.70, 7.56, -2.53)
O (0.96, 5.27, -3.06)
H (0.41, 4.80, -0.50)
H (0.26, 6.56, -0.09)
H (1.84, 5.80, -0.46)
H (-0.72, 5.99, -2.20)
H (0.58, 8.18, -1.64)
H (-0.01, 7.85, -3.30)
H (1.75, 7.64, -2.82)
H (1.91, 5.37, -3.02)
C (0.37, -0.83, -1.28)
C (0.54, 0.31, -0.24)
C (0.29, 1.73, -0.75)
O (-0.34, 0.09, 0.84)
H (-0.65, -1.09, -1.56)
H (0.80, -1.75, -0.87)
H (0.93, -0.54, -2.17)
H (1.54, 0.18, 0.16)
H (-0.67, 1.87, -1.25)
H (1.11, 2.09, -1.37)
H (0.34, 2.39, 0.12)
H (-0.19, -0.78, 1.21)
C (1.41, -4.38, 2.88)
C (1.48, -2.87, 2.82)
C (2.66, -2.14, 2.25)
O (0.32, -2.52, 2.02)
H (0.44, -4.72, 3.24)
H (2.17, -4.78, 3.55)
H (1.68, -4.76, 1.90)
H (1.26, -2.50, 3.82)
H (3.62, -2.41, 2.67)
H (2.63, -1.06, 2.38)
H (2.82, -2.31, 1.19)
H (-0.37, -3.17, 2.21)
C (-4.24, -3.50, 1.63)
C (-2.89, -4.06, 1.19)
C (-2.06, -3.26, 0.12)
O (-2.09, -4.34, 2.32)
H (-4.87, -4.08, 2.31)
H (-4.81, -3.35, 0.71)
H (-4.12, -2.53, 2.11)
H (-3.15, -5.08, 0.90)
H (-1.93, -2.28, 0.59)
H (-2.54, -3.06, -0.84)
H (-1.14, -3.82, -0.05)
H (-2.71, -4.68, 2.98)
C (-3.52, -1.81, 5.28)
C (-2.10, -1.17, 5.19)
C (-2.00, -0.38, 3.80)
O (-1.97, -0.24, 6.26)
H (-3.66, -2.60, 4.54)
H (-4.27, -1.04, 5.09)
H (-3.72, -2.23, 6.26)
H (-1.31, -1.92, 5.28)
H (-1.99, -1.06, 2.94)
H (-1.02, 0.09, 3.83)
H (-2.68, 0.47, 3.78)
H (-1.11, -0.30, 6.68)
C (2.39, -5.17, -1.36)
C (1.18, -6.14, -1.55)
C (0.78, -6.38, -2.97)
O (1.60, -7.41, -1.12)
H (3.21, -5.52, -1.97)
H (2.70, -5.19, -0.31)
H (2.12, -4.12, -1.54)
H (0.33, -5.85, -0.93)
H (1.65, -6.68, -3.56)
H (0.45, -5.44, -3.43)
H (0.07, -7.19, -3.11)
H (2.26, -7.73, -1.73)

---

No. 2
# C36H81BF5IN8O6P3

3 unconnected molecules or ions with the total composition C36H81BF5IN8O6P3 (ωB97M-V/def2-TZVPD, OMol25).

charge: +1
highest occupied orbital energy: -9.920 eV
calculated total energy: -113076.727 eV
LUMO: -0.0818 Eh
2S+1: 1
orbital gap: 7.69 eV

Element x y z (Å)
C (-5.92, -0.36, 7.32)
C (-6.34, 1.10, 7.60)
C (-7.84, 1.36, 7.35)
C (-8.15, 2.05, 6.00)
C (-8.83, 1.14, 4.97)
C (-7.87, 0.25, 4.16)
C (-7.60, 0.79, 2.75)
C (-6.66, 2.01, 2.79)
C (-5.61, 2.04, 1.67)
C (-4.31, 2.68, 2.18)
C (-3.42, 3.25, 1.07)
C (-1.88, 3.16, 1.29)
B (-1.61, 4.06, 2.61)
C (-1.46, 5.61, 2.67)
O (-1.56, 3.41, 3.83)
C (-1.27, 1.74, 1.59)
C (0.21, 1.77, 1.97)
C (0.97, 0.44, 1.91)
O (1.53, 0.32, 0.60)
C (0.22, -0.84, 2.38)
N (0.11, -1.91, 1.41)
C (-1.47, 0.98, 0.29)
C (-2.79, 0.23, 0.06)
C (-3.19, -0.68, 1.21)
O (-3.47, -0.32, 2.32)
I (-3.38, -2.76, 0.72)
N (-1.09, 2.08, -0.73)
P (-1.78, 1.67, -2.40)
C (-0.74, 0.21, -2.76)
O (-1.17, 2.79, -3.40)
C (-1.17, 3.45, -0.05)
C (-1.56, 4.64, -0.91)
F (-1.84, 5.68, -0.09)
F (-2.69, 4.45, -1.63)
C (-0.40, 5.14, -1.85)
F (0.53, 4.19, -1.99)
F (-0.86, 5.50, -3.03)
F (0.19, 6.19, -1.30)
H (-5.60, -0.87, 8.22)
H (-5.12, -0.39, 6.58)
H (-6.75, -0.91, 6.89)
H (-6.09, 1.35, 8.63)
H (-5.75, 1.77, 6.97)
H (-8.42, 0.44, 7.46)
H (-8.17, 2.03, 8.15)
H (-7.25, 2.52, 5.61)
H (-8.85, 2.86, 6.22)
H (-9.42, 1.76, 4.29)
H (-9.55, 0.51, 5.50)
H (-6.93, 0.16, 4.70)
H (-8.30, -0.75, 4.09)
H (-8.56, 1.11, 2.36)
H (-7.17, 0.00, 2.13)
H (-7.22, 2.95, 2.80)
H (-6.11, 1.97, 3.74)
H (-5.97, 2.58, 0.79)
H (-5.38, 1.01, 1.42)
H (-3.81, 1.94, 2.81)
H (-4.59, 3.50, 2.85)
H (-3.63, 4.32, 1.05)
H (-3.72, 2.90, 0.09)
H (-0.68, 5.99, 2.01)
H (-2.40, 6.02, 2.30)
H (-1.34, 5.97, 3.69)
H (-2.34, 2.87, 4.02)
H (-1.81, 1.28, 2.41)
H (0.79, 2.43, 1.30)
H (0.36, 2.19, 2.96)
H (1.81, 0.56, 2.60)
H (2.37, -0.15, 0.70)
H (-0.78, -0.62, 2.77)
H (0.77, -1.26, 3.22)
H (0.86, -2.58, 1.46)
H (-0.02, -1.60, 0.46)
H (-0.70, 0.25, 0.06)
H (-2.75, -0.43, -0.81)
H (-3.64, 0.88, -0.12)
H (-0.08, 1.94, -0.84)
H (0.32, 0.50, -2.80)
H (-0.85, -0.58, -2.03)
H (-1.05, -0.10, -3.75)
H (-1.54, 2.62, -4.28)
H (-0.15, 3.69, 0.25)
O (4.85, 0.37, -0.08)
P (5.78, 0.96, -1.12)
N (5.30, -0.06, -2.41)
C (6.14, -0.97, -3.15)
C (3.88, -0.33, -2.57)
N (7.32, 0.57, -0.42)
C (7.73, -0.82, -0.35)
C (7.49, 1.24, 0.86)
N (6.51, 2.03, -2.28)
C (5.56, 2.95, -2.93)
C (7.78, 2.72, -2.06)
H (7.13, -0.54, -3.31)
H (5.72, -1.15, -4.15)
H (6.24, -1.94, -2.65)
H (3.58, -0.19, -3.61)
H (3.29, 0.37, -1.98)
H (3.60, -1.34, -2.25)
H (6.95, -1.48, 0.06)
H (8.61, -0.90, 0.29)
H (8.03, -1.20, -1.33)
H (6.92, 0.75, 1.66)
H (7.15, 2.28, 0.81)
H (8.55, 1.25, 1.13)
H (5.87, 3.13, -3.97)
H (5.50, 3.91, -2.42)
H (4.56, 2.52, -2.96)
H (8.59, 2.00, -1.97)
H (7.78, 3.37, -1.18)
H (7.99, 3.35, -2.93)
O (1.86, -4.59, -2.69)
P (2.61, -5.08, -3.90)
N (1.45, -5.88, -4.82)
C (1.52, -7.25, -5.28)
C (0.11, -5.32, -4.89)
N (3.75, -6.15, -3.13)
C (3.30, -7.45, -2.67)
C (4.49, -5.45, -2.08)
N (3.68, -4.81, -5.23)
C (3.30, -3.68, -6.08)
C (5.14, -4.88, -5.11)
H (2.54, -7.52, -5.56)
H (0.91, -7.38, -6.18)
H (1.16, -7.95, -4.52)
H (-0.23, -5.29, -5.93)
H (0.10, -4.30, -4.51)
H (-0.61, -5.90, -4.30)
H (2.38, -7.40, -2.08)
H (4.08, -7.90, -2.04)
H (3.16, -8.14, -3.50)
H (3.90, -5.31, -1.17)
H (4.81, -4.46, -2.42)
H (5.40, -6.01, -1.84)
H (3.56, -3.90, -7.12)
H (3.80, -2.75, -5.79)
H (2.22, -3.51, -6.04)
H (5.46, -5.88, -4.85)
H (5.56, -4.17, -4.39)
H (5.57, -4.65, -6.09)

---

Look up the LUMO of the second one. -0.0818 Eh

---

What is the LUMO in the first record? 0.0195 Eh